# 1
{
  "formula": "C21H42FN3O10P2",
  "method": "ωB97M-V/def2-TZVPD",
  "s_squared": 2.008,
  "largest_force_ev_per_a": 2.17,
  "total_charge": 0,
  "spin_multiplicity": 3,
  "homo_lumo_gap_ev": [7.574, 8.461],
  "homo_ev": [-8.421, -9.308],
  "lumo_energy_ev": [-0.85, -0.85],
  "elements": ["O", "N", "O", "C", "C", "O", "O", "C", "F", "P", "O", "P", "O", "O", "O", "H", "H", "H", "H", "H", "H", "C", "C", "C", "C", "C", "C", "N", "O", "C", "C", "C", "H", "H", "H", "H", "H", "H", "H", "H", "H", "H", "H", "H", "H", "H", "H", "H", "H", "H", "C", "C", "C", "C", "C", "C", "N", "O", "C", "C", "C", "H", "H", "H", "H", "H", "H", "H", "H", "H", "H", "H", "H", "H", "H", "H", "H", "H", "H"],
  "coordinates": [[-3.6086, -2.3947, 0.4364], [-3.2233, -3.2210, -0.2704], [-2.9767, -2.6957, -1.5861], [-3.5821, -3.4873, -2.5757], [-4.8444, -2.8172, -3.1163], [-4.7607, -1.7603, -3.6968], [-6.0787, -3.4563, -2.9964], [-6.6926, -3.3288, -1.7473], [-5.8838, -3.8531, -0.7640], [-7.0447, -1.5289, -1.2719], [-8.4056, -1.2806, -0.7799], [-8.1980, -4.4435, -1.7861], [-9.1637, -4.1632, -0.7435], [-8.7656, -4.4366, -3.2538], [-7.5948, -5.8986, -1.6639], [-2.8966, -3.5351, -3.4099], [-3.7643, -4.5072, -2.2545], [-6.7693, -0.7431, -2.4049], [-6.0848, -1.2362, -0.2804], [-9.1208, -3.5559, -3.4210], [-7.4174, -6.0387, -0.7284], [-0.8990, 1.6690, 4.4098], [0.3457, 0.9906, 3.7799], [0.6111, 1.5503, 2.3810], [-0.3546, 1.0452, 1.3118], [-0.4322, -0.4798, 1.3284], [-0.7643, -1.0352, 2.7128], [0.1537, -0.4904, 3.7541], [1.3016, -1.0703, 3.6545], [-2.2347, -0.7194, 3.0419], [-0.6934, -2.5581, 2.6820], [1.5132, 1.3810, 4.6795], [-1.4678, 0.9679, 5.0191], [-0.6117, 2.4804, 5.0767], [-1.5699, 2.0986, 3.6656], [1.6259, 1.2876, 2.0731], [0.5763, 2.6410, 2.4111], [-1.3451, 1.4859, 1.4570], [-0.0149, 1.3803, 0.3297], [-1.1819, -0.8184, 0.6095], [0.5255, -0.8861, 0.9862], [-2.4879, -1.0409, 4.0533], [-2.8986, -1.2381, 2.3527], [-2.4868, 0.3344, 2.9552], [0.2812, -2.9217, 2.3610], [-1.4324, -2.9455, 1.9831], [-0.9090, -2.9782, 3.6655], [1.3879, 0.9855, 5.6888], [1.5677, 2.4666, 4.7452], [2.4703, 1.0358, 4.2920], [5.5951, 0.5787, -0.6344], [4.2225, 1.1319, -1.0991], [3.9883, 0.8043, -2.5753], [4.7998, 1.6669, -3.5407], [4.6108, 3.1510, -3.2273], [4.9117, 3.4867, -1.7671], [4.1561, 2.5994, -0.8377], [2.9212, 2.9719, -0.8014], [6.4293, 3.3831, -1.5284], [4.5782, 4.9502, -1.4985], [3.1856, 0.3856, -0.2711], [6.0661, 1.2428, 0.0888], [5.4845, -0.3808, -0.1319], [6.2905, 0.4218, -1.4592], [2.9271, 0.9375, -2.8090], [4.2094, -0.2511, -2.7475], [5.8585, 1.3966, -3.4995], [4.4766, 1.4675, -4.5642], [5.2536, 3.7490, -3.8761], [3.5818, 3.4358, -3.4675], [6.6709, 3.5485, -0.4776], [6.9503, 4.1397, -2.1144], [6.8563, 2.4282, -1.8235], [3.5409, 5.1883, -1.7264], [5.2036, 5.5881, -2.1219], [4.7680, 5.2078, -0.4556], [3.2933, 0.6026, 0.7922], [3.3063, -0.6888, -0.4045], [2.1637, 0.6203, -0.5673]],
  "lowdin_spin": [0.000, 0.000, 0.000, 0.000, 0.000, 0.000, 0.000, 0.000, 0.000, 0.000, 0.000, 0.000, 0.000, 0.000, 0.000, 0.000, 0.000, 0.000, 0.000, 0.000, 0.000, 0.003, 0.026, 0.015, 0.001, 0.015, 0.027, 0.359, 0.545, 0.002, -0.001, -0.001, 0.002, 0.000, 0.000, 0.002, 0.001, 0.000, 0.001, 0.001, 0.003, 0.001, 0.000, 0.000, -0.001, 0.000, 0.000, 0.000, 0.000, -0.001, 0.003, 0.026, 0.015, 0.001, 0.015, 0.027, 0.359, 0.545, 0.002, -0.001, -0.001, 0.002, 0.000, 0.000, 0.002, 0.001, 0.000, 0.001, 0.001, 0.003, 0.001, 0.000, 0.000, -0.001, 0.000, 0.000, 0.000, 0.000, -0.001]
}

# 2
{
  "formula": "C21H42NO3P3W",
  "method": "ωB97M-V/def2-TZVPD",
  "s_squared": 2.024,
  "largest_force_ev_per_a": 10.53,
  "de_lowest_kj_mol": 86.8,
  "total_charge": 4,
  "spin_multiplicity": 3,
  "homo_lumo_gap_ev": [4.883, 3.462],
  "homo_ev": [-19.198, -19.196],
  "lumo_energy_ev": [-14.31, -15.73],
  "elements": ["P", "C", "H", "H", "H", "C", "H", "H", "H", "C", "H", "H", "H", "P", "C", "H", "H", "H", "C", "H", "H", "H", "C", "H", "H", "H", "P", "C", "H", "H", "H", "C", "H", "H", "H", "C", "H", "H", "H", "W", "C", "O", "C", "O", "C", "C", "C", "C", "C", "C", "H", "H", "H", "H", "H", "H", "C", "N", "C", "C", "C", "O", "H", "H", "H", "H", "H", "H", "H", "H", "H"],
  "coordinates": [[2.9020, -0.6688, -0.2511], [3.4012, -0.8621, 1.4809], [4.4951, -0.8408, 1.5647], [3.0161, -1.8057, 1.8788], [2.9737, -0.0503, 2.0774], [3.4344, -2.2559, -0.9715], [3.3756, -2.2262, -2.0646], [2.7538, -3.0418, -0.6149], [4.4611, -2.4959, -0.6632], [4.1037, 0.5741, -0.8470], [5.1270, 0.1851, -0.7589], [3.9948, 1.4829, -0.2398], [3.8938, 0.8368, -1.8903], [-0.7978, 2.8299, -0.8163], [-0.8522, 3.5480, 0.8456], [-1.3406, 4.5319, 0.8165], [0.1567, 3.6574, 1.2545], [-1.4249, 2.8786, 1.4953], [0.1299, 4.0937, -1.7568], [0.0733, 3.9020, -2.8340], [1.1841, 4.0539, -1.4503], [-0.2743, 5.0913, -1.5376], [-2.5435, 3.0049, -1.3181], [-2.7956, 4.0695, -1.4198], [-3.1736, 2.5470, -0.5445], [-2.7310, 2.4929, -2.2676], [-2.3811, -2.0573, 0.1487], [-3.0532, -2.2566, 1.7819], [-3.6137, -3.2008, 1.8104], [-3.7246, -1.4244, 2.0227], [-2.2425, -2.2938, 2.5177], [-3.6822, -1.9420, -1.0643], [-4.3984, -2.7489, -0.8582], [-3.2883, -2.0554, -2.0798], [-4.1912, -0.9724, -0.9781], [-1.2131, -3.3567, -0.1849], [-1.7714, -4.3050, -0.1863], [-0.4475, -3.3586, 0.6022], [-0.7280, -3.2201, -1.1575], [0.1316, 0.3501, -1.5771], [0.9949, 0.9661, 0.2253], [1.2281, 1.4332, 1.2967], [-1.4708, -0.3826, 0.0415], [-1.8188, 0.4213, 0.9149], [-1.2863, 0.0614, -3.1185], [-0.6438, -1.1595, -2.8520], [0.7532, -1.2309, -2.8541], [1.5227, -0.0786, -3.0903], [0.8851, 1.1347, -3.3755], [-0.5156, 1.1997, -3.4041], [-2.3668, 0.1325, -3.0545], [-1.2246, -2.0445, -2.6303], [1.2428, -2.1727, -2.6275], [2.6017, -0.1314, -3.0890], [1.4849, 2.0271, -3.5320], [-1.0076, 2.1361, -3.6315], [0.5039, -2.2574, 5.6795], [0.3672, -1.6189, 4.3821], [-0.0802, -0.2370, 4.3957], [0.5518, -2.2786, 3.2105], [1.0379, -3.7004, 3.3061], [0.3257, -1.7172, 2.1188], [0.2516, -1.5177, 6.4444], [1.5315, -2.6096, 5.8474], [-0.1721, -3.1197, 5.7790], [-0.0859, 0.1755, 3.3880], [-1.0913, -0.1692, 4.8234], [0.5949, 0.3529, 5.0299], [1.2781, -4.0566, 2.3014], [1.9389, -3.7682, 3.9303], [0.2563, -4.3484, 3.7280]],
  "lowdin_spin": [-0.041, -0.007, -0.002, 0.000, 0.000, -0.009, 0.000, 0.000, -0.002, 0.001, 0.000, 0.000, 0.000, 0.004, 0.000, 0.000, 0.000, 0.000, 0.010, 0.000, 0.001, 0.002, -0.002, -0.001, 0.000, 0.000, 0.104, 0.013, 0.004, 0.001, 0.000, 0.014, 0.005, 0.000, 0.001, 0.011, 0.004, 0.000, 0.000, 0.752, 0.056, 0.077, 0.238, 0.504, 0.021, 0.019, 0.060, 0.033, 0.069, 0.042, 0.001, 0.001, 0.003, 0.003, 0.008, 0.002, 0.000, 0.000, 0.000, 0.000, 0.000, 0.000, 0.000, 0.000, 0.000, 0.000, 0.000, 0.000, 0.000, 0.000, 0.000]
}

# 3
{
  "formula": "C21H42O21",
  "method": "ωB97M-V/def2-TZVPD",
  "largest_force_ev_per_a": 2.11,
  "de_lowest_kj_mol": 119.9,
  "total_charge": 0,
  "homo_lumo_gap_ev": 11.147,
  "homo_ev": -10.635,
  "lumo_energy_ev": 0.51,
  "elements": ["C", "O", "C", "O", "O", "C", "H", "H", "H", "H", "H", "H", "C", "O", "C", "O", "O", "C", "H", "H", "H", "H", "H", "H", "C", "O", "C", "O", "O", "C", "H", "H", "H", "H", "H", "H", "C", "O", "C", "O", "O", "C", "H", "H", "H", "H", "H", "H", "C", "O", "C", "O", "O", "C", "H", "H", "H", "H", "H", "H", "C", "O", "C", "O", "O", "C", "H", "H", "H", "H", "H", "H", "C", "O", "C", "O", "O", "C", "H", "H", "H", "H", "H", "H"],
  "coordinates": [[3.4096, -1.6961, -6.3894], [4.4158, -2.1731, -5.4981], [5.4133, -2.8473, -6.0351], [5.6163, -3.0935, -7.1884], [6.2379, -3.1925, -5.0238], [7.3332, -4.0111, -5.3869], [2.3995, -1.8316, -6.0149], [3.4924, -2.0928, -7.3990], [3.6067, -0.6239, -6.4848], [8.2505, -3.4213, -5.2995], [7.3153, -4.3918, -6.4045], [7.4612, -4.8407, -4.6933], [-1.9058, 5.0486, 5.0327], [-2.1271, 4.4933, 3.7231], [-3.1337, 3.6411, 3.6288], [-4.0102, 3.4437, 4.4236], [-3.0730, 3.0979, 2.4107], [-3.4548, 1.7403, 2.2249], [-2.8088, 5.4505, 5.4855], [-1.1619, 5.8303, 4.9229], [-1.5094, 4.2418, 5.6471], [-3.1991, 1.4752, 1.2035], [-4.5335, 1.5818, 2.2814], [-2.9485, 1.1477, 2.9840], [0.4521, -5.1352, -0.0512], [-0.5891, -6.0744, -0.1759], [-1.4526, -5.8830, -1.1676], [-1.5923, -4.8766, -1.8174], [-2.1560, -6.9932, -1.3252], [-3.3933, -6.9989, -2.0225], [0.0837, -4.1160, 0.0786], [1.1431, -5.1104, -0.8996], [1.0744, -5.4049, 0.7993], [-4.0240, -7.7805, -1.6121], [-3.1720, -7.2073, -3.0698], [-3.8703, -6.0238, -1.9248], [-1.3249, 4.9537, 0.1816], [-0.4354, 4.6921, -0.8790], [-0.8521, 4.5978, -2.1312], [-1.9926, 4.7229, -2.4793], [0.1977, 4.3101, -2.8874], [-0.0425, 4.4573, -4.2887], [-1.6637, 5.9968, 0.1900], [-0.7250, 4.8591, 1.0833], [-2.2275, 4.3475, 0.1262], [-0.2595, 5.4928, -4.5474], [-0.8463, 3.7877, -4.5822], [0.8808, 4.2014, -4.8010], [0.2510, 1.2648, 3.6471], [0.6399, 2.4054, 2.8660], [1.1288, 3.4508, 3.4887], [1.2798, 3.5621, 4.6784], [1.4824, 4.3439, 2.5754], [2.3521, 5.3986, 2.9716], [-0.4501, 0.6257, 3.1223], [-0.2205, 1.6452, 4.5562], [1.1705, 0.7527, 3.9261], [1.8325, 6.0214, 3.7077], [2.5538, 6.0295, 2.1156], [3.2111, 4.9890, 3.4992], [-0.0894, -2.0035, -3.3678], [0.0716, -0.6642, -2.8916], [-0.2321, -0.4322, -1.6304], [-0.5104, -1.2688, -0.8085], [-0.2257, 0.8604, -1.4147], [-0.6050, 1.3187, -0.1385], [-1.1649, -2.1245, -3.4905], [0.2442, -2.7406, -2.6373], [0.4897, -2.1369, -4.2739], [-0.9970, 0.4972, 0.4661], [-1.3740, 2.0868, -0.0836], [0.2494, 1.6919, 0.4263], [-0.0008, -2.8356, 5.6070], [-0.3581, -1.9675, 4.5439], [-1.3876, -2.2892, 3.7939], [-1.9496, -3.3429, 3.7848], [-1.6371, -1.2685, 2.9744], [-2.4430, -1.5888, 1.8386], [0.1904, -3.8587, 5.2898], [-0.8036, -2.8098, 6.3462], [0.8908, -2.4276, 6.0746], [-1.7230, -2.0033, 1.1330], [-2.8774, -0.7195, 1.3465], [-3.2875, -2.2532, 2.0105]],
  "mulliken_charge": [-0.500, -0.268, 0.843, -0.555, -0.322, -0.684, 0.023, 0.345, 0.290, 0.251, 0.338, 0.246, -0.797, -0.162, 0.621, -0.574, -0.155, -0.591, 0.350, 0.226, 0.316, 0.178, 0.331, 0.304, -0.368, -0.295, 0.811, -0.542, -0.351, -0.637, 0.031, 0.302, 0.254, 0.228, 0.271, 0.317, -0.531, -0.228, 0.772, -0.576, -0.293, -0.680, 0.463, -0.060, 0.302, 0.308, 0.300, 0.233, -0.377, -0.080, 0.775, -0.602, -0.243, -0.741, -0.173, 0.358, 0.385, 0.292, 0.228, 0.308, -0.350, -0.345, 0.794, -0.597, -0.220, 0.337, 0.309, 0.178, 0.036, -0.407, -0.082, 0.283, -0.702, -0.240, 0.610, -0.568, -0.202, -0.630, 0.291, 0.314, 0.224, 0.197, 0.181, 0.378]
}

Number 2 is which compound? C21H42NO3P3W